# 1
A cluster of 4 separate species, C2H14N2O3 in total, computed with wB97M-V/def2-TZVPD.

⟨S²⟩: 0.75
charge: -1
multiplicity: 2
maximum force: 3.0 eV/Å
Kohn-Sham gap (spin up / spin down): 2.524 / 9.428 eV
LUMO energy (spin up / spin down): 3.7 / 3.8 eV

Positions of all 21 atoms, in Å:
O1 1.87098 -0.17648 -1.11997
O2 -0.23869 -1.20299 -2.68848
O3 -2.27115 0.26283 -1.19171
N1 -0.68431 -0.00245 1.08525
N2 0.69406 1.84355 0.49240
C1 0.15298 -1.18984 1.40289
C2 -0.09241 1.23823 1.58660
H1 -0.34381 -2.10123 1.05555
H2 1.26995 2.55214 0.89911
H3 1.23846 1.19168 -0.06903
H4 -1.60347 0.10036 -0.48026
H5 0.43219 -1.35139 2.43228
H6 0.63552 1.01706 2.37207
H7 -0.60608 -1.98440 -3.12259
H8 -2.12120 1.15577 -1.51850
H9 2.71919 -0.50548 -1.44068
H10 -1.45707 -0.16954 1.77148
H11 1.05525 -1.30928 0.79248
H12 -0.85921 1.97061 1.77019
H13 -1.02075 -0.80098 -2.25546
H14 1.22955 -0.53819 -1.77363

Cartesian forces (eV/Å) of the 2 atoms listed first:
O -0.034 -0.347 -0.484
O -0.466 0.089 0.052

# 2
A cluster of 5 separate species, C2H14N2O4 in total, computed with wB97M-V/def2-TZVPD.

SMILES: [H]/N=C/NC.O.O.O.O
maximum force: 1.7 eV/Å
Kohn-Sham gap: 9.677 eV
LUMO energy: 0.5 eV

Positions of all 22 atoms, in Å:
O1 -1.43144 1.66381 -0.15571
O2 1.44567 0.17310 -2.48212
O3 -3.83826 0.84529 -3.44496
O4 -3.98181 -1.93540 4.34848
N1 2.10809 0.41491 0.45040
N2 0.31638 -1.00430 0.73083
C1 3.55682 0.50991 0.39237
C2 1.56245 -0.75713 0.91868
H1 -0.55594 1.82899 -0.51077
H2 4.01389 0.54006 1.37525
H3 1.64664 0.82538 -0.34698
H4 -4.77150 1.07084 -3.53756
H5 -3.58716 1.39752 -2.69904
H6 -1.41132 0.75951 0.17950
H7 3.86880 1.37148 -0.18783
H8 0.72028 0.47309 -3.04724
H9 -3.02942 -2.03512 4.32202
H10 0.05053 -1.75616 1.36721
H11 -4.30203 -1.88329 3.44700
H12 1.30030 -0.78044 -2.52696
H13 4.02284 -0.37404 -0.06088
H14 2.29619 -1.34800 1.46830

Cartesian forces (eV/Å) of the 2 atoms listed first:
O -0.416 0.156 -0.081
O -0.493 -0.186 -0.434

# 3
A cluster of 4 separate species, C2H14NO4 in total, computed with wB97M-V/def2-TZVPD.

charge: +1
maximum force: 1.8 eV/Å
Kohn-Sham gap: 11.555 eV
LUMO energy: -3.1 eV

Positions of all 21 atoms, in Å:
O1 1.12979 0.69861 -2.35163
O2 -1.24272 2.54668 -0.36685
O3 0.12091 -1.99359 -1.72481
O4 1.04548 0.64093 0.74789
N1 -0.83032 -1.07374 0.47775
C1 -0.69837 -0.56873 1.85295
C2 0.71358 0.08545 2.03862
H1 0.92766 1.57372 0.79146
H2 -0.10892 -1.69469 0.07218
H3 1.65354 0.64358 -3.18107
H4 -0.93722 -1.32575 2.59284
H5 1.75238 0.80258 -1.60391
H6 -1.42732 0.23448 1.95194
H7 0.62061 0.85176 2.80275
H8 -1.76326 2.30319 -1.16180
H9 -1.79367 -1.27560 0.25878
H10 -0.54572 -1.88411 -2.42604
H11 0.75472 -2.48424 -2.27485
H12 1.55819 -0.56971 2.24135
H13 -0.59016 -0.31297 -0.17937
H14 -0.33918 2.80215 -0.55818

Cartesian forces (eV/Å) of the 2 atoms listed first:
O 0.593 0.156 -0.158
O -0.935 -0.668 0.358

# 4
A cluster of 5 separate species, C2H14O4S in total, computed with wB97M-V/def2-TZVPD.

SMILES: CSC.O.O.O.O
maximum force: 1.2 eV/Å
Kohn-Sham gap: 9.284 eV
LUMO energy: 0.4 eV

Positions of all 21 atoms, in Å:
S1 0.71486 0.87463 4.35580
O1 -1.49194 -4.94610 -4.77808
O2 0.28672 -1.34020 1.07477
O3 -0.48787 3.44804 -6.58700
O4 -3.31031 1.36661 -3.94531
C1 1.58042 -0.62128 4.89675
C2 1.88201 2.05458 3.67755
H1 1.34302 2.99159 3.54858
H2 2.20840 1.77382 2.68202
H3 -3.20753 0.45488 -3.61588
H4 2.09820 -0.51560 5.85145
H5 -2.21048 -4.73300 -4.18213
H6 0.74148 -1.24269 5.19583
H7 0.27667 -2.30033 1.21779
H8 -0.70236 -5.30322 -4.37265
H9 -3.64220 1.76482 -3.13035
H10 0.29171 -1.02676 1.98919
H11 2.73956 2.22954 4.31073
H12 -1.34446 3.25695 -6.16365
H13 0.10186 2.85758 -6.10532
H14 2.13227 -1.04386 4.07990

Cartesian forces (eV/Å) of the 2 atoms listed first:
S -0.734 0.056 0.217
O -0.128 0.195 -1.215

# 5
A cluster of 5 separate species, C2H14O4S in total, computed with wB97M-V/def2-TZVPD.

SMILES: CCS.O.O.O.O
maximum force: 1.7 eV/Å
Kohn-Sham gap: 9.428 eV
LUMO energy: 0.1 eV

Positions of all 21 atoms, in Å:
S1 1.91972 -1.61838 -1.85881
O1 -0.90381 0.48181 -2.86960
O2 -3.24459 1.30715 -0.82338
O3 -1.71991 3.08317 1.04399
O4 -1.01808 4.33124 4.60270
C1 2.69837 -2.81006 -0.70701
C2 1.70376 -3.49659 0.30075
H1 -2.35136 1.63628 -0.98174
H2 -3.26078 0.42877 -1.22372
H3 -0.99368 3.94201 3.71970
H4 -1.02228 3.26121 0.40832
H5 -0.53752 -0.17345 -3.47742
H6 3.06278 -3.62013 -1.33296
H7 -1.31581 3.60482 5.15299
H8 -0.24031 1.16721 -2.91016
H9 -2.31819 2.45808 0.61252
H10 0.76553 -3.81293 -0.16986
H11 3.49711 -2.30723 -0.14908
H12 2.17528 -4.44099 0.57379
H13 1.57721 -0.70349 -0.96488
H14 1.52657 -2.71851 1.05387

Cartesian forces (eV/Å) of the 2 atoms listed first:
S 0.267 -0.469 -0.130
O 0.065 -0.290 -0.176

# 6
A cluster of 5 separate species, C2H14O4S in total, computed with wB97M-V/def2-TZVPD.

SMILES: CSC.O.O.O.O
maximum force: 1.3 eV/Å
Kohn-Sham gap: 8.659 eV
LUMO energy: 0.4 eV

Positions of all 21 atoms, in Å:
S1 -0.66317 0.22203 1.89187
O1 0.83452 -1.60163 -3.48650
O2 -0.79634 1.32017 -3.77534
O3 -2.40784 -3.02259 -2.29456
O4 3.77710 2.10791 0.85812
C1 -0.28458 -1.15857 3.04521
C2 -1.06554 1.55339 3.06310
H1 1.58459 -1.93697 -2.98603
H2 -1.79379 -3.12813 -1.55674
H3 -1.71223 1.50166 -4.00255
H4 1.16993 -0.93483 -4.09271
H5 -0.14544 2.01974 3.42344
H6 -0.35293 -0.84581 4.07022
H7 0.69116 -1.56138 2.79345
H8 -1.58728 1.13726 3.92134
H9 4.49790 1.92061 0.25606
H10 -1.81332 -2.73570 -2.99935
H11 -1.63192 2.30814 2.53574
H12 -0.34002 2.16320 -3.85490
H13 -1.03968 -1.89689 2.81573
H14 3.07888 2.56839 0.37436

Cartesian forces (eV/Å) of the 2 atoms listed first:
S 0.009 0.079 0.323
O -0.154 -0.245 0.063

# 7
A cluster of 5 separate species, C2H14O4S in total, computed with wB97M-V/def2-TZVPD.

SMILES: CCS.O.O.O.O
maximum force: 2.6 eV/Å
Kohn-Sham gap: 9.204 eV
LUMO energy: 0.2 eV

Positions of all 21 atoms, in Å:
S1 0.70308 0.86381 -2.78209
O1 2.06781 0.43719 0.58176
O2 0.56460 -1.95122 0.85383
O3 -2.08983 -1.43862 -0.50444
O4 0.25663 -0.19204 2.75010
C1 -0.83023 1.43971 -0.52664
C2 -0.69314 0.42605 -1.64683
H1 -2.68414 -1.99881 0.00304
H2 -0.40397 -0.53409 -1.27830
H3 2.34838 0.18337 -0.30114
H4 2.87398 0.41189 1.11304
H5 -0.65416 2.46842 -0.88312
H6 0.91640 -1.49565 0.10100
H7 0.66513 0.58391 2.34152
H8 1.83758 0.67719 -2.10652
H9 -0.07376 1.22108 0.22265
H10 -1.19363 -1.77756 -0.36922
H11 0.31118 -1.48120 1.67217
H12 -1.56251 0.43094 -2.28532
H13 -1.76504 1.57413 0.01339
H14 -0.59436 0.15151 3.03111

Cartesian forces (eV/Å) of the 2 atoms listed first:
S -0.491 0.355 -1.004
O 0.430 0.278 0.243

# 8
A cluster of 6 separate species, C2H14O4S in total, computed with wB97M-V/def2-TZVPD.

maximum force: 1.8 eV/Å
Kohn-Sham gap: 3.279 eV
LUMO energy: -5.1 eV

Positions of all 21 atoms, in Å:
S1 -1.93333 0.91011 -0.31929
O1 2.14030 0.25212 -0.89830
O2 0.80896 -0.43120 -2.96530
O3 -0.92946 -0.63100 2.72080
O4 1.67037 -1.38000 1.31536
C1 -1.35867 -0.79979 -0.75409
C2 -0.30840 1.65406 -0.13261
H1 -0.30784 -0.56531 -0.90048
H2 3.06630 0.50162 -0.96885
H3 -1.81986 -1.08818 -1.69314
H4 0.31399 1.03239 0.50116
H5 1.06598 -1.19464 -3.48388
H6 -0.62391 2.60724 0.29296
H7 -1.86108 1.51987 2.27379
H8 1.43356 -0.27716 -2.18426
H9 -1.33690 0.20867 2.40494
H10 -1.51272 -1.52614 0.03889
H11 -1.28023 -0.67714 3.62005
H12 1.85087 -0.70421 0.62337
H13 0.15881 1.85047 -1.10289
H14 0.76327 -1.26178 1.61177

Cartesian forces (eV/Å) of the 2 atoms listed first:
S 0.808 -0.685 1.374
O -0.391 0.110 0.397

# 9
A cluster of 5 separate species, C2H14O4S in total, computed with wB97M-V/def2-TZVPD.

⟨S²⟩: 0.75
charge: +1
multiplicity: 2
maximum force: 1.3 eV/Å
Kohn-Sham gap (spin up / spin down): 8.853 / 3.904 eV
LUMO energy (spin up / spin down): -4.2 / -9.2 eV

Positions of all 21 atoms, in Å:
S1 3.13766 1.96768 -2.14251
O1 -0.92704 1.75740 3.24010
O2 -0.24262 -4.89448 1.84809
O3 -3.09021 0.72905 -1.62267
O4 -1.71413 0.13117 1.29270
C1 2.49169 0.52720 -1.25189
C2 1.31197 -0.05060 -1.98202
H1 -3.55139 0.72778 -2.46273
H2 1.48266 -0.24466 -3.04432
H3 -1.55673 0.93365 1.84949
H4 -2.48409 1.45737 -1.71543
H5 3.28313 -0.19441 -0.95438
H6 -0.80103 0.96298 3.76816
H7 -1.34666 2.33804 3.88733
H8 4.02899 2.28774 -1.18869
H9 1.02590 -1.03231 -1.58740
H10 -0.33891 -4.08028 2.34905
H11 0.43485 0.59511 -1.95531
H12 -1.03565 -5.05323 1.34501
H13 2.23161 0.89727 -0.24262
H14 -2.33998 0.23753 0.57003

Cartesian forces (eV/Å) of the 2 atoms listed first:
S -0.073 -0.899 0.724
O 0.059 0.231 0.698

# 10
A cluster of 5 separate species, C2H14O5 in total, computed with wB97M-V/def2-TZVPD.

SMILES: CCO.O.O.O.O
maximum force: 3.7 eV/Å
Kohn-Sham gap: 10.517 eV
LUMO energy: 0.3 eV

Positions of all 21 atoms, in Å:
O1 -3.25717 -0.24558 2.53997
O2 1.11879 -0.73650 -1.75319
O3 1.37106 -0.06086 1.47446
O4 3.28365 -2.30779 -1.36041
O5 2.03498 2.89130 -1.87044
C1 -2.53742 -0.02514 0.26871
C2 -2.29931 0.39363 1.68116
H1 0.34044 -0.26620 -2.05191
H2 2.87546 2.73921 -2.30252
H3 2.48863 -1.89057 -1.69223
H4 -3.36936 0.61987 -0.01405
H5 -3.13069 -1.15118 2.83237
H6 1.19568 0.86940 1.61625
H7 1.38797 2.50732 -2.46219
H8 -1.30124 -0.00391 1.86531
H9 2.31696 -0.10832 1.33571
H10 2.97959 -3.12694 -0.96956
H11 1.13344 -0.59909 -0.80602
H12 -2.81748 -1.04720 0.01363
H13 -1.60036 0.09714 -0.27448
H14 -2.21368 1.45151 1.92944

Cartesian forces (eV/Å) of the 2 atoms listed first:
O -0.822 1.417 0.474
O -0.149 0.070 -0.269

# 11
A cluster of 6 separate species, C2H14O5 in total, computed with wB97M-V/def2-TZVPD.

SMILES: C=C.O.O.O.O.O
maximum force: 2.9 eV/Å
Kohn-Sham gap: 10.485 eV
LUMO energy: 0.2 eV

Positions of all 21 atoms, in Å:
O1 1.69035 1.08611 -2.80606
O2 3.25587 -3.66010 -2.06125
O3 2.84892 4.25355 -1.16209
O4 -0.26988 -1.92541 -2.37317
O5 -5.63004 -0.94462 1.30889
C1 -1.31557 0.11975 4.16486
C2 -1.02994 1.36094 4.60900
H1 -5.39368 -1.89865 1.13577
H2 2.52368 0.98092 -3.28509
H3 -0.69529 -2.63283 -1.88718
H4 -0.57047 1.48150 5.56296
H5 0.31668 -1.33869 -1.80800
H6 3.81165 -3.40912 -1.31526
H7 -1.56595 2.19529 4.27638
H8 2.25202 5.00960 -1.02610
H9 1.04469 1.42225 -3.43188
H10 -4.73952 -0.46810 1.39495
H11 -1.91770 -0.09857 3.34859
H12 -0.80742 -0.74202 4.46030
H13 2.22978 3.72357 -1.73369
H14 2.42283 -3.58540 -1.58547

Cartesian forces (eV/Å) of the 2 atoms listed first:
O 0.223 0.042 0.243
O -0.108 0.222 0.861

Q: Which relative energy (zero: lowest compared OMol25 entry of this formula, charge and spin) values were calculated for the entries above? A: 0.457, 1.009, 0.960, 1.343, 1.093, 1.252, 1.459, 8.236, 0.592, 1.395, 2.431, in eV.